Record 1
{
  "formula": "C15H26ClF4N4Pd",
  "method": "ωB97M-V/def2-TZVPD",
  "s_squared": 6.044,
  "multiplicity": 5,
  "total_energy_ev": -48776.3495,
  "charge": 3,
  "gap_ev": [7.5, 3.8],
  "relative_energy_kcal_mol": 36.2,
  "max_force_ev_per_a": 4.25,
  "homo_energy_ev": [-16.462, -17.211],
  "elements": ["Pd", "C", "C", "N", "C", "C", "C", "C", "N", "C", "C", "F", "C", "F", "C", "C", "F", "C", "F", "H", "H", "H", "H", "H", "H", "H", "H", "H", "H", "H", "H", "H", "H", "H", "N", "C", "C", "N", "H", "H", "H", "H", "H", "H", "H", "H", "H", "Cl", "C", "H", "H"],
  "positions_angstrom": [[0.025969, -0.204333, 0.175224], [-0.002331, 2.007767, 1.843424], [0.732769, 2.769067, 0.738124], [1.364569, 1.863367, -0.229676], [1.085669, 2.177267, -1.634876], [-0.069431, 1.308867, -2.137976], [2.768369, 1.586767, 0.049324], [2.944369, 0.528967, 1.157124], [2.255369, -0.628733, 0.705124], [2.789269, -1.815733, 0.468124], [2.130469, -2.655233, -0.478276], [1.068569, -2.070233, -1.116276], [2.582269, -3.911633, -0.814976], [1.954969, -4.603533, -1.741176], [3.707869, -4.445033, -0.173076], [4.381969, -3.666733, 0.762124], [5.437469, -4.147433, 1.372024], [3.977269, -2.364233, 1.056424], [4.650669, -1.647933, 1.941124], [-0.709131, 2.681667, 2.321124], [0.667969, 1.626567, 2.611124], [-0.568031, 1.146867, 1.402624], [1.477369, 3.433367, 1.189424], [0.014969, 3.400367, 0.209624], [1.968869, 1.985167, -2.247776], [0.824469, 3.233667, -1.753476], [0.196269, 0.236667, -2.074076], [-0.246131, 1.524567, -3.188876], [-0.989231, 1.542567, -1.586976], [3.296669, 2.503567, 0.341924], [3.242169, 1.194067, -0.854076], [2.513269, 0.874367, 2.103524], [4.016969, 0.371267, 1.313524], [4.050369, -5.447433, -0.402176], [-6.222231, 0.890867, -1.323776], [-5.172531, 0.478367, -0.352176], [-3.741631, 0.589867, -0.921076], [-2.730431, 0.347267, 0.112424], [-7.150131, 0.831067, -0.879876], [-6.234131, 0.276567, -2.151476], [-6.090331, 1.862867, -1.640976], [-5.358631, -0.557033, -0.052476], [-5.263331, 1.114567, 0.533624], [-3.588031, 1.590167, -1.332476], [-3.590331, -0.142033, -1.720976], [-2.947631, -0.540033, 0.569724], [-2.812931, 1.075767, 0.822324], [-1.330631, -2.482733, 0.456624], [-0.487031, -1.800833, 1.815524], [0.333669, -2.438633, 2.129824], [-1.156631, -1.484633, 2.607924]],
  "forces_ev_per_a": [[0.333, -0.084, 0.164], [-0.046, 0.285, -0.143], [-0.265, 0.028, 0.364], [-0.218, -0.640, 0.194], [-0.361, -0.119, -0.465], [0.227, 0.489, -0.196], [0.000, 0.130, 0.050], [0.927, 0.499, 0.307], [-0.919, -0.520, -0.433], [0.400, -0.049, 0.109], [-2.273, 3.583, -0.207], [2.445, -2.163, 0.435], [0.954, -2.915, -0.801], [0.509, 0.765, 0.923], [-0.411, 0.088, -0.231], [1.226, -2.350, -0.342], [-0.996, 0.570, -0.493], [-0.346, 2.630, 1.135], [-0.601, -1.100, -0.944], [-0.114, -0.054, 0.200], [-0.092, -0.040, 0.041], [-0.004, 0.967, 0.781], [-0.046, 0.050, -0.124], [0.102, -0.065, -0.018], [-0.053, 0.080, 0.110], [0.159, -0.079, 0.010], [-0.153, 0.226, -0.042], [-0.146, -0.080, -0.144], [0.140, -0.186, -0.093], [0.077, -0.177, 0.022], [-0.046, 0.103, 0.085], [-0.032, -0.071, -0.171], [-0.243, 0.100, 0.010], [0.016, 0.006, -0.030], [-0.377, 0.010, -0.261], [0.934, -0.199, 0.536], [-0.164, -0.010, -0.120], [-0.290, 0.074, 0.267], [0.129, 0.055, -0.224], [-0.060, 0.248, 0.167], [-0.088, -0.290, 0.032], [-0.224, 0.180, -0.080], [-0.140, -0.057, -0.182], [0.055, -0.042, -0.072], [-0.075, 0.143, -0.004], [0.180, 0.227, -0.020], [0.087, -0.169, -0.023], [-0.189, -0.460, -0.094], [0.028, 0.138, 0.118], [-0.019, 0.156, -0.019], [0.063, 0.090, -0.083]]
}

---

Record 2
{
  "formula": "C3H13NO3",
  "method": "ωB97M-V/def2-TZVPD",
  "total_energy_ev": -10952.3802,
  "charge": 0,
  "gap_ev": 10.7,
  "relative_energy_kcal_mol": 55.1,
  "max_force_ev_per_a": 6.36,
  "homo_energy_ev": -10.012,
  "elements": ["C", "N", "C", "C", "H", "H", "H", "H", "H", "H", "H", "O", "H", "H", "O", "H", "H", "O", "H", "H"],
  "positions_angstrom": [[0.621356, -1.410771, 0.823870], [-0.172066, -0.611215, 0.135123], [-0.455323, -1.143955, -1.381593], [-1.774254, -0.335035, -1.896803], [1.268415, -2.038031, 0.153553], [0.644236, -1.400972, 1.987151], [0.539439, -0.874627, -1.856112], [-0.704610, -2.125020, -1.401939], [-2.254148, 0.172447, -1.133066], [-1.517216, 0.358361, -2.692098], [-2.505917, -1.058481, -2.377311], [1.967725, 1.697487, -1.444985], [1.020695, 1.660445, -1.319255], [2.235003, 1.599762, -0.574876], [-1.231066, 0.869429, 2.204664], [-1.014610, 0.435775, 1.387856], [-1.584964, 0.099456, 2.679139], [1.836293, 1.269236, 1.865240], [0.837171, 1.359633, 2.143464], [2.243841, 1.476075, 2.697977]],
  "forces_ev_per_a": [[-1.392, 1.722, -1.739], [0.233, -3.546, 0.385], [0.809, 6.120, 1.548], [1.933, -2.694, -2.115], [-0.427, -0.262, 1.409], [0.404, 0.301, -2.320], [-1.527, -0.499, -0.156], [-0.166, -3.084, 0.356], [-0.764, 0.888, 1.663], [0.127, 0.209, 0.049], [0.881, 0.705, 0.719], [-0.884, 0.172, -2.437], [-0.522, 0.069, -0.349], [1.348, -0.295, 2.934], [-0.440, -0.063, 1.530], [0.492, -0.335, -1.750], [0.000, 0.586, 0.293], [-3.122, 0.197, 0.494], [2.321, -0.385, -1.027], [0.696, 0.192, 0.512]]
}